# 1
This record from the OMol25 dataset describes C60H44F5O8P5SiW as an isolated structure at a distorted geometry. The level of theory is the ωB97M-V functional and the def2-TZVPD basis.

Calculated values
HOMO energy = -0.473 hartree
total energy = -5477.15226 Eh
maximum force = 3.2 eV Å⁻¹
total charge = +2
LUMO energy = -7.383 eV

CARTESIAN COORDINATES (ANGSTROEM)
W 0.494 0.558 -0.144
P -1.806 -0.747 -1.026
P -0.442 2.945 -1.354
P 1.300 -2.057 -0.397
P 2.567 0.621 1.506
P 1.800 1.549 -2.290
Si -0.462 -0.678 1.804
F 1.392 6.638 2.275
F -1.421 4.128 5.115
F -1.073 1.952 3.494
F -0.205 6.501 4.486
F 1.710 4.479 0.675
O -0.760 3.192 -2.751
O 1.989 0.378 -1.300
O 2.816 2.060 -3.167
O 0.451 0.939 -2.924
O 1.191 2.635 -1.208
O -0.735 4.135 -0.387
O -0.968 1.655 -0.694
O 0.415 2.116 1.242
C 2.863 -2.910 0.090
C 0.856 -0.840 3.227
C 3.068 2.113 2.474
C -2.814 -3.422 -0.794
C 0.156 -3.501 -2.569
C 2.185 -0.452 2.951
C 5.569 0.779 -1.168
C 0.909 4.403 1.756
C -0.054 5.439 3.705
C 3.744 4.351 4.005
C 0.099 -3.876 -3.902
C 0.609 -1.489 4.434
C -0.460 -5.373 1.224
C -0.520 3.141 3.179
C -4.456 0.608 2.529
C -4.879 -2.995 -2.574
C 1.932 -2.412 -4.406
C 6.193 -1.035 0.269
C -1.310 -4.819 2.171
C -0.599 -2.593 1.551
C 1.993 -2.025 -3.079
C -2.845 -0.125 0.380
C -0.682 4.235 4.017
C 4.164 0.172 0.709
C 2.986 -3.262 1.437
C 0.755 5.511 2.573
C -3.963 -1.992 -2.323
C 4.909 -4.083 -0.375
C 4.449 0.990 -0.390
C 4.059 -4.021 1.865
C -1.605 -0.477 -3.714
C 5.023 -4.438 0.959
C -1.803 0.035 -4.981
C 4.349 4.132 2.779
C -3.154 0.185 2.749
C 5.060 -0.836 1.047
C -2.322 -0.166 1.693
C 1.627 -1.757 5.333
C -2.912 -2.190 -1.428
C 6.438 -0.253 -0.847
C 2.928 -1.372 5.052
C 0.989 -3.341 -4.818
C -4.975 0.614 1.246
C 3.199 -0.701 3.873
C 0.312 -4.548 0.426
C -2.974 1.266 -2.774
C -3.209 1.742 -4.055
C 2.460 2.342 3.712
C -2.621 1.141 -5.155
C 4.019 3.023 2.017
C 2.802 3.447 4.471
C -4.180 0.212 0.183
C 3.836 -3.323 -0.812
C -2.174 0.145 -2.596
C 0.258 3.190 2.015
C 0.219 -3.164 0.569
C -3.728 -4.430 -1.055
C -4.768 -4.222 -1.944
C 1.113 -2.579 -2.145
C -1.369 -3.445 2.341
H 2.631 -1.994 -5.112
H 1.406 -2.258 6.261
H -2.023 -3.021 3.085
H 0.012 1.499 -3.598
H -5.679 -2.804 -3.271
H 4.877 -1.478 1.895
H -4.084 -1.057 -2.843
H 4.198 -0.346 3.673
H 7.297 -0.445 -1.470
H -0.643 -4.593 -4.219
H 3.776 1.801 -0.651
H -5.485 -5.001 -2.144
H -6.000 0.906 1.070
H -3.623 -5.380 -0.555
H -2.811 1.524 -6.143
H -5.070 0.910 3.362
H 5.850 -5.048 1.290
H 3.757 -3.083 -1.861
H -2.765 0.141 3.754
H 2.332 3.599 5.432
H 2.228 -2.966 2.147
H 5.748 1.410 -2.023
H 4.136 -4.295 2.907
H 5.086 4.829 2.413
H 4.006 5.216 4.594
H -0.547 -3.928 -1.870
H -0.995 -1.362 -3.573
H 2.726 -1.293 -2.762
H 5.650 -4.413 -1.087
H -3.416 1.767 -1.926
H -0.403 -1.779 4.668
H -0.777 4.981 -0.838
H 0.953 -3.650 -5.850
H 4.525 2.873 1.076
H -2.034 -3.609 -0.082
H -4.613 0.151 -0.804
H -0.397 -6.444 1.110
H 6.893 -1.809 0.543
H -1.919 -5.462 2.785
H -1.334 -0.437 -5.830
H 1.727 1.647 4.096
H 0.991 -4.977 -0.296
H -3.853 2.592 -4.190
H 3.725 -1.574 5.750

Forces on the atoms, in the same order (eV/Å):
W 0.549 -0.219 3.128
P -2.203 0.946 0.011
P 0.339 2.185 -1.024
P -0.646 -1.505 0.161
P 1.030 -0.823 1.503
P -1.232 1.449 -2.469
Si -0.494 -2.217 1.292
F -0.044 -0.025 0.031
F 0.014 -0.009 -0.045
F 0.032 0.247 0.164
F 0.010 -0.067 -0.003
F -0.154 0.199 0.379
O -0.261 0.294 -0.145
O 1.254 -1.118 0.093
O 0.646 -0.084 0.065
O 1.424 0.173 -0.348
O -0.185 -0.368 -0.465
O -0.149 -0.792 0.115
O -1.268 0.314 -0.060
O 0.230 -1.358 -0.529
C 0.163 0.618 0.153
C 0.083 0.961 -0.805
C -0.400 0.181 -0.418
C -0.067 -0.039 0.054
C 0.019 0.079 0.229
C -0.553 0.051 -0.396
C -0.027 0.007 -0.020
C 0.083 -0.394 -0.199
C 0.053 -0.306 -0.158
C -0.042 -0.099 -0.078
C 0.018 -0.018 -0.003
C -0.242 0.081 -0.146
C 0.130 0.058 -0.196
C 0.239 -0.114 -0.470
C 0.029 -0.196 0.027
C -0.056 -0.055 0.121
C 0.071 0.035 0.015
C 0.051 0.056 0.092
C -0.046 0.185 0.137
C 0.473 0.631 -0.822
C -0.125 0.072 0.030
C 0.381 -0.223 0.314
C 0.172 0.141 -0.246
C -0.597 0.259 -0.355
C -0.009 0.026 -0.044
C -0.142 -0.264 0.104
C 0.089 0.300 -0.247
C 0.002 -0.100 -0.023
C -0.009 -0.055 0.079
C -0.061 -0.010 0.038
C -0.172 -0.117 0.205
C -0.034 0.038 -0.041
C -0.020 -0.158 0.053
C 0.043 0.030 0.006
C 0.171 0.017 0.109
C -0.154 0.116 0.153
C 0.851 0.507 -0.456
C -0.092 -0.017 -0.043
C 0.825 -0.756 0.139
C -0.087 0.016 0.058
C 0.022 0.068 -0.178
C -0.022 0.019 0.058
C 0.126 -0.059 -0.047
C 0.060 -0.082 -0.102
C -0.039 -0.066 0.032
C 0.106 -0.200 0.205
C -0.095 -0.028 0.016
C 0.027 -0.080 -0.011
C -0.080 0.045 0.084
C -0.010 -0.082 -0.072
C -0.022 -0.075 0.067
C 0.035 -0.049 -0.131
C -0.100 0.133 -0.068
C 0.466 -0.188 0.003
C -0.353 0.490 0.811
C -0.249 0.542 0.196
C 0.008 -0.037 0.073
C 0.026 0.037 -0.020
C 0.083 0.636 0.111
C -0.001 0.177 0.029
H 0.068 0.064 -0.117
H -0.070 -0.083 0.138
H -0.194 -0.019 0.170
H -0.025 -0.009 0.257
H -0.114 0.000 -0.076
H 0.024 -0.012 -0.008
H -0.050 -0.024 -0.054
H 0.130 0.038 0.039
H 0.153 0.001 -0.009
H -0.067 -0.072 -0.023
H 0.242 0.023 0.056
H -0.068 -0.128 -0.027
H -0.010 0.030 -0.011
H 0.011 -0.082 0.068
H -0.001 0.082 -0.140
H -0.068 0.007 0.119
H 0.092 -0.044 0.026
H 0.050 0.010 -0.041
H -0.035 0.114 0.166
H -0.039 -0.002 0.074
H -0.005 -0.035 0.075
H 0.047 0.093 -0.132
H -0.006 -0.035 0.077
H 0.089 0.043 -0.061
H 0.036 0.087 0.061
H 0.000 -0.014 -0.015
H 0.041 0.002 -0.116
H 0.054 -0.090 -0.114
H 0.050 -0.018 -0.061
H -0.045 0.058 0.057
H -0.132 -0.133 0.156
H -0.040 0.419 -0.255
H -0.020 -0.033 -0.153
H 0.001 0.048 -0.012
H 0.098 -0.052 0.057
H -0.034 0.050 -0.084
H -0.001 -0.104 -0.015
H 0.035 -0.131 0.032
H -0.095 -0.086 0.111
H 0.031 -0.079 -0.107
H -0.055 0.037 0.044
H 0.065 -0.077 -0.080
H -0.092 0.193 -0.020
H 0.064 -0.009 0.093


# 2
This record from the OMol25 dataset describes C35H44LuN8O3S as an isolated structure. The level of theory is the ωB97M-V functional and the def2-TZVPD basis.

Calculated values
HOMO energy = -0.166 hartree
total energy = -3657.85602 Eh
maximum force = 0.6 eV Å⁻¹
relative energy (zero: lowest compared OMol25 entry of this formula, charge and spin) = 0.00 kJ/mol
total charge = -1
LUMO energy = 2.595 eV

CARTESIAN COORDINATES (ANGSTROEM)
Lu -0.802 -0.165 0.921
S 3.818 0.738 0.748
O 0.431 1.677 0.344
O -1.129 2.275 4.440
O -1.386 1.207 2.477
N 0.755 -2.092 0.572
N 0.385 0.722 3.830
N 0.986 0.046 2.749
N -1.257 -1.951 2.399
N -1.637 0.105 -1.364
N 2.378 2.780 -0.249
N 3.911 1.887 -1.658
N -3.182 -0.784 0.573
C -4.663 0.011 -3.512
C -1.313 5.281 1.461
C 0.319 -1.758 -2.354
C 1.852 -2.240 -0.388
C 0.576 -0.258 -2.261
C -2.246 -1.828 3.466
C -0.718 0.539 -2.407
C -3.494 0.361 -2.863
C 1.486 -2.581 -1.840
C 6.234 0.974 -1.801
C 3.535 2.915 -2.629
C -0.707 4.065 1.170
C -5.581 -0.990 -3.231
C -4.755 -1.729 -0.975
C -3.449 -1.014 3.013
C -5.553 -1.795 -2.099
C 2.373 2.548 -3.540
C -0.395 -2.924 2.489
C -2.882 -0.138 -1.677
C -0.725 6.470 1.055
C 3.286 1.815 -0.448
C 0.823 -4.485 0.932
C 0.331 -4.911 3.933
C -0.774 1.478 3.586
C 0.504 4.034 0.490
C 0.733 -5.879 3.023
C 1.158 2.708 0.193
C 1.097 5.230 0.092
C 0.483 6.442 0.366
C -3.655 -0.882 -0.638
C 0.882 -5.659 1.660
C 4.760 0.807 -2.145
C 0.467 -3.150 1.291
C -0.180 -3.650 3.699
C -3.944 -1.432 1.638
H 1.024 -0.007 -1.296
H 2.045 5.194 -0.428
H 1.005 1.167 4.489
H 2.602 1.667 -4.143
H 2.393 -1.293 -0.370
H -0.552 -2.004 -1.745
H 1.145 -6.534 1.072
H 0.947 7.367 0.045
H 2.554 -2.995 -0.021
H 1.244 -3.643 -1.944
H 6.819 0.191 -2.290
H -3.192 0.042 2.976
H 3.289 3.818 -2.075
H -5.005 -1.181 1.533
H 6.377 0.906 -0.724
H -1.815 -1.375 4.367
H 1.325 -0.852 3.075
H -1.129 0.334 -3.400
H 4.386 -0.141 -1.762
H 1.073 -4.597 -0.115
H -6.308 -2.576 -2.066
H 0.062 -2.034 -3.382
H -0.498 -3.109 4.583
H -3.870 -2.526 1.545
H -1.203 7.417 1.277
H -4.868 0.593 -4.407
H -2.243 5.292 2.015
H 0.960 -6.867 3.402
H -4.244 -1.124 3.754
H 1.483 2.340 -2.946
H 1.779 0.557 2.359
H 2.150 3.374 -4.219
H 6.603 1.944 -2.143
H 1.293 0.050 -3.021
H 0.365 -5.200 4.979
H 2.382 -2.403 -2.447
H -4.992 -2.458 -0.213
H -2.576 -2.837 3.741
H 4.427 3.122 -3.226
H -2.944 1.167 -3.331
H -1.167 3.139 1.485
H -0.525 1.614 -2.340
H 4.647 0.791 -3.232
H -6.380 -1.154 -3.943

Forces on the atoms, in the same order (eV/Å):
Lu 0.085 0.014 -0.249
S -0.179 -0.103 -0.034
O 0.271 -0.508 -0.173
O 0.013 0.049 -0.036
O 0.018 -0.100 0.315
N -0.318 0.083 -0.073
N 0.106 0.014 0.095
N -0.079 0.099 -0.140
N -0.036 0.244 0.024
N 0.393 -0.061 0.318
N -0.034 0.149 -0.064
N -0.418 -0.214 -0.093
N 0.463 -0.011 0.314
C 0.053 0.003 0.029
C 0.031 0.008 -0.007
C 0.006 0.075 0.012
C 0.106 0.110 -0.043
C -0.190 0.007 0.057
C 0.039 0.015 -0.044
C 0.027 -0.132 0.021
C -0.071 -0.031 0.005
C -0.045 -0.061 0.071
C -0.024 0.069 0.025
C 0.198 0.030 0.060
C -0.084 0.021 0.001
C -0.009 -0.022 0.012
C 0.053 0.017 -0.082
C 0.074 0.083 -0.068
C 0.014 0.045 0.019
C -0.007 -0.026 0.094
C -0.003 -0.206 -0.121
C -0.174 0.028 0.018
C 0.032 -0.015 -0.019
C 0.227 0.104 -0.008
C 0.077 0.041 -0.033
C -0.039 0.013 -0.028
C -0.261 -0.065 -0.165
C 0.042 0.009 -0.053
C 0.004 0.019 -0.019
C -0.438 0.074 0.126
C 0.015 0.026 0.035
C -0.033 -0.011 0.014
C -0.119 0.131 -0.151
C 0.070 0.076 0.020
C 0.116 0.115 -0.090
C -0.133 -0.132 0.235
C 0.030 -0.017 -0.005
C 0.019 -0.006 -0.037
H 0.074 0.030 -0.024
H -0.016 0.004 0.007
H 0.032 0.007 0.002
H -0.018 -0.019 -0.006
H 0.013 -0.013 -0.045
H -0.074 -0.017 -0.024
H 0.029 0.009 -0.005
H 0.003 0.001 0.004
H 0.050 0.004 0.027
H 0.020 0.009 0.012
H 0.013 0.015 0.032
H -0.045 0.069 0.059
H 0.028 -0.002 0.013
H -0.019 0.038 -0.007
H -0.006 0.003 -0.011
H 0.051 0.035 -0.018
H -0.053 -0.075 -0.073
H -0.027 0.037 -0.045
H -0.001 -0.007 0.088
H -0.013 -0.008 0.028
H -0.015 0.005 0.026
H 0.057 0.008 -0.001
H -0.001 -0.041 0.000
H -0.020 -0.013 0.011
H 0.014 -0.013 0.000
H 0.012 0.008 -0.015
H 0.006 -0.008 -0.018
H 0.002 -0.002 -0.001
H -0.019 -0.086 -0.011
H 0.036 0.034 -0.031
H -0.011 0.012 -0.076
H 0.027 -0.018 0.023
H -0.004 -0.038 -0.002
H 0.069 0.007 -0.060
H -0.026 0.002 0.009
H 0.001 -0.013 -0.005
H -0.018 -0.015 -0.035
H -0.032 -0.025 0.063
H 0.025 0.003 -0.013
H -0.010 0.005 -0.007
H 0.017 0.030 0.021
H -0.001 0.022 0.046
H -0.044 -0.036 -0.025
H 0.009 -0.001 -0.001


# 3
This record from the OMol25 dataset describes one molecule with the formula C3H6NOP at a distorted geometry. The level of theory is the ωB97M-V functional and the def2-TZVPD basis.

Calculated values
HOMO energy (alpha / beta) = -0.313 / -0.313 hartree
total energy = -589.16594 Eh
maximum force = 6.2 eV Å⁻¹
relative energy (zero: lowest compared OMol25 entry of this formula, charge and spin) = 210.73 kJ/mol
LUMO energy (alpha / beta) = -0.975 / -0.975 eV
SMILES = C[C@@H]1CN1P=O

CARTESIAN COORDINATES (ANGSTROEM)
P 2.592 -0.333 0.383
O 2.950 0.909 -0.270
N 0.649 -0.903 -0.428
C -0.463 -0.124 -0.590
C -0.442 -1.458 0.311
C -0.640 1.201 0.040
H -0.573 -1.248 1.414
H -0.358 1.204 1.102
H -0.016 2.067 -0.384
H -0.945 -0.362 -1.477
H -0.989 -2.352 -0.037
H -1.765 1.399 -0.065

Forces on the atoms, in the same order (eV/Å):
P -3.792 -1.455 -1.276
O 0.261 0.566 -0.179
N 5.958 -0.812 1.652
C -0.510 -1.167 2.129
C -1.119 1.810 0.641
C -1.086 1.780 -0.139
H 0.370 -0.243 -1.257
H -0.245 -0.291 -0.105
H -1.016 -1.337 0.063
H -1.084 0.342 -1.873
H 0.632 0.437 -0.034
H 1.630 0.367 0.378